## A
Below is an isolated molecule of C6H9NO2, with properties calculated with ωB97M-V/def2-TZVPD.

**Frontier orbital gap**: 8.757 eV
**Spin multiplicity**: 1
**Highest occupied orbital energy**: -8.0 eV

The geometry in XYZ format:
```
18
C6H9NO2, DFT ωB97M-V/def2-TZVPD
C -0.3093 -1.3429 -0.5696
C -1.6893 -1.5051 -1.1964
C 1.5167 1.8169 -0.6869
C -0.3930 -0.9643 0.9078
C 0.7539 0.6212 -0.2407
C 0.3212 0.2932 1.0045
N 0.5497 0.9499 2.2086
O 0.4185 -0.2908 -1.1909
O -0.9671 -1.5872 1.7783
H 0.2672 -2.2685 -0.6839
H 0.5386 1.9579 2.1512
H -0.0548 0.5947 2.9378
H -1.6002 -1.8119 -2.2348
H -2.2416 -2.2555 -0.6377
H -2.2271 -0.5608 -1.1515
H 0.8878 2.7071 -0.6534
H 2.3726 1.9792 -0.0349
H 1.8561 1.6671 -1.7076
```

Results of the Mulliken charge analysis, in e, for atoms 1 through 5:
1 C 0.446
2 C -1.295
3 C -1.362
4 C 0.320
5 C 0.174

---

## B
Below is an isolated molecule of C6H9NO2, with properties calculated with ωB97M-V/def2-TZVPD.

**Frontier orbital gap**: 9.521 eV
**Spin multiplicity**: 1
**Highest occupied orbital energy**: -8.8 eV

The geometry in XYZ format:
```
18
C6H9NO2, DFT ωB97M-V/def2-TZVPD
C -2.8830 -0.6256 -0.2925
C -1.6195 -0.9557 0.4852
C 1.7480 -0.1040 -0.1010
C 3.0394 -0.6789 0.0020
C 1.2409 1.1980 0.0084
C -0.2326 1.0959 -0.0298
H -3.8196 -1.0352 0.2752
H -3.1935 0.4397 -0.5160
H -2.8931 -1.0934 -1.3400
H -1.7855 -0.4473 1.5457
H -1.4088 -1.8566 0.4360
H 3.7864 0.2408 -0.2169
H 3.1030 -1.3604 0.8354
H 3.1672 -1.2225 -0.7078
H 1.9896 2.2820 0.1440
N -0.5322 -0.3686 -0.1952
O 0.7033 -1.0047 -0.0390
O -1.0756 1.8865 0.0987
```

Results of the Mulliken charge analysis, in e, for atoms 1 through 5:
1 C -1.017
2 C -0.488
3 C 0.681
4 C -1.313
5 C -0.581

---

## C
Below is a cluster of 2 separate species, C6H9NO2 in total, with properties calculated with ωB97M-V/def2-TZVPD.

**Frontier orbital gap**: 10.122 eV
**Spin multiplicity**: 1
**Highest occupied orbital energy**: -9.6 eV

The geometry in XYZ format:
```
18
C6H9NO2, DFT ωB97M-V/def2-TZVPD
C -0.5766 -1.3651 -1.0743
C -0.8038 1.6886 0.1960
C -0.5846 -1.0610 0.3962
O -1.8644 1.6063 -0.6119
N -1.6561 -1.2084 1.0477
O -0.8898 1.8736 1.3671
H -1.6363 1.4247 -1.5320
H -1.5864 -1.0074 2.0425
H -0.1640 -2.3614 -1.2372
H 0.0617 -0.6628 -1.6097
H -1.5930 -1.3426 -1.4591
C 2.2469 0.7993 -0.1739
C 1.7140 -0.1822 0.5245
C 0.7914 -0.9276 1.0448
H 0.2985 1.6794 -0.3137
H 2.3102 1.8092 0.2124
H 3.0608 0.5863 -0.8548
H 0.8717 -1.3489 2.0353
```

Results of the Mulliken charge analysis, in e, for atoms 1 through 5:
1 C -1.259
2 C 0.368
3 C 0.774
4 O -0.449
5 N -0.633

---

The structure shown above that is least stable: B.